141
Properties=species:S:1:pos:R:3:forces:R:3 method="wB97M-V/def2-TZVPD" charge=0 max_force_ev_per_a=2.21 energy_ha=-3164.5303 homo_energy_ha=-0.34085 smiles="COC[C@H](C)N.COC[C@H](C)N.COC[C@H](C)N.CCOC(=O)OC.CCOC(=O)OC.CCOC(=O)OC.CCOC(=O)OC.CCOC(=O)OC.CCOC(=O)OC"
C -1.45297 -5.66309 2.20455 1.6 0.3 -0.4
O -2.13703 -4.49317 2.58736 -0.3 -0.5 -0.2
C -3.44104 -4.74750 3.08693 -0.3 0.8 -0.1
C -4.03871 -3.40139 3.52955 0.2 -0.3 -0.9
C -5.41351 -3.57541 4.14670 0.2 0.6 0.4
N -4.16662 -2.51352 2.35353 -0.2 -0.3 -0.3
H -1.12374 -6.19148 3.10129 -0.2 -0.4 -0.1
H -0.55255 -5.34780 1.66366 0.1 0.3 0.4
H -1.86350 -6.33073 1.43867 -1.1 0.1 0.5
H -4.05315 -5.08865 2.24270 -0.1 -0.3 0.2
H -3.45440 -5.48985 3.89102 0.2 0.0 0.0
H -3.36965 -2.90066 4.23139 0.1 -0.2 0.1
H -5.36256 -4.07922 5.11183 0.0 -0.2 -0.1
H -6.11848 -4.07739 3.48382 0.1 -0.1 0.0
H -5.79318 -2.57170 4.34849 -0.2 -0.1 -0.1
H -3.33742 -2.57070 1.76678 0.2 0.1 0.4
H -4.86587 -2.94582 1.74863 -0.2 0.3 0.1
C -0.97994 -1.90487 -2.44240 -1.1 0.7 -0.9
O -0.56843 -1.24950 -1.27350 -0.2 -0.1 0.0
C -1.12142 -1.73737 -0.07938 0.2 -0.8 0.6
C -0.14672 -1.47866 1.04725 0.1 0.6 0.4
C 1.11432 -2.32975 1.01743 -0.3 -0.6 -0.3
N -0.80424 -1.67371 2.33412 0.3 -0.5 0.6
H -0.86113 -1.22108 -3.28960 0.8 -0.1 0.1
H -2.07239 -2.01795 -2.51178 0.0 -0.5 0.6
H -0.48761 -2.85992 -2.63032 0.1 0.0 0.1
H -2.10444 -1.34814 0.22050 0.0 0.7 -0.6
H -1.31696 -2.82361 -0.05652 0.3 -0.1 -0.6
H 0.20333 -0.44067 0.97803 -0.3 0.1 0.1
H 0.85183 -3.39329 0.98537 0.0 0.0 0.3
H 1.67524 -2.14040 1.92944 0.2 -0.1 -0.1
H 1.74728 -2.20209 0.13886 -0.1 0.4 0.0
H -1.15538 -2.62546 2.43216 0.2 0.1 0.0
H -1.56558 -1.05617 2.58122 0.1 0.3 -0.4
C -0.69529 1.59129 -5.94029 -0.8 0.2 -1.1
O -1.83319 2.44077 -6.02926 0.2 0.0 0.4
C -1.66393 3.52347 -6.92299 -0.4 -0.2 -0.2
C -2.83418 4.47247 -6.66364 0.0 0.5 0.4
C -2.82392 5.73503 -7.50600 0.5 -0.2 -0.9
N -2.77281 4.89830 -5.23879 -0.7 -0.8 0.2
H 0.17006 2.10971 -5.52322 0.0 -0.1 0.3
H -0.46478 1.27835 -6.96649 0.4 -0.2 0.1
H -1.01821 0.70578 -5.40149 0.3 0.1 0.3
H -0.69308 4.00955 -6.76378 -0.1 0.2 0.2
H -1.65977 3.13149 -7.94807 -0.1 0.2 -0.1
H -3.76558 3.94651 -6.90250 0.1 -0.3 0.3
H -3.11943 5.51857 -8.53949 0.4 -0.1 -0.1
H -1.80378 6.12480 -7.46596 -0.1 0.3 -0.2
H -3.52017 6.51906 -7.21483 0.0 -0.2 0.6
H -3.68796 4.66183 -4.85536 0.0 0.5 0.1
H -2.21453 4.22006 -4.72172 0.3 0.1 -0.2
C -4.36971 6.94531 -0.24967 -0.5 -0.8 0.5
C -3.06761 6.21365 -0.48575 1.0 -0.4 0.2
O -3.12424 4.95924 0.20119 -1.4 -0.1 0.6
C -2.37561 3.94609 -0.13818 0.4 -0.9 0.5
O -1.44753 3.92458 -0.89776 0.2 0.4 -0.6
O -2.77898 2.88329 0.59250 -0.1 0.5 -0.6
C -2.07826 1.67416 0.35420 0.4 -0.7 1.0
H -4.73350 6.94091 0.78254 0.9 0.2 0.3
H -5.18355 6.34626 -0.67019 0.1 0.5 -0.8
H -4.30114 7.97265 -0.59402 -0.3 -0.1 -0.3
H -2.17869 6.68765 -0.05346 -0.3 0.5 -0.4
H -2.88185 5.98051 -1.53806 0.0 0.4 0.0
H -2.62741 0.97097 -0.27235 -0.1 0.3 -0.2
H -1.98503 1.23555 1.35248 0.0 -0.2 -0.1
H -1.07358 1.81788 -0.03642 -0.1 0.2 -0.2
C 3.38497 1.22353 2.16493 0.3 0.2 0.6
C 2.25611 0.82929 3.10605 0.1 0.8 -0.5
O 2.73959 0.69415 4.44451 0.4 -1.5 -0.4
C 3.10133 1.75101 5.12424 -0.2 0.1 1.1
O 2.77155 2.88753 4.93664 0.1 0.5 -0.3
O 3.82657 1.32313 6.17544 -0.5 -0.6 0.0
C 4.03122 2.25331 7.22158 1.1 1.3 -0.4
H 3.89405 2.14318 2.46014 -0.3 0.1 0.0
H 3.04015 1.33884 1.14085 0.0 -0.2 0.0
H 4.13108 0.43019 2.24396 0.0 0.0 -0.4
H 1.93049 -0.14818 2.75858 -0.3 -0.1 0.6
H 1.42331 1.53186 3.15343 0.0 0.0 -0.4
H 4.87968 2.87701 6.91008 -0.1 0.1 0.3
H 4.33205 1.74940 8.13447 -0.3 -0.4 -0.1
H 3.20437 2.94659 7.37492 -0.2 -0.4 0.0
C 1.09285 1.63405 -2.20162 -0.3 -0.3 0.4
C 2.25911 0.97361 -1.45695 -1.4 1.6 -0.5
O 3.00115 0.27623 -2.43896 0.5 -0.9 -0.1
C 4.12059 -0.41403 -2.13925 -0.8 0.8 0.3
O 4.60636 -1.19554 -2.89162 0.4 -0.3 -0.5
O 4.57950 -0.07644 -0.93308 -0.1 0.2 0.4
C 5.92321 -0.43344 -0.64951 0.8 0.0 0.1
H 0.34728 0.88069 -2.45992 0.0 0.0 -0.1
H 1.37024 2.18244 -3.10052 0.3 0.0 0.1
H 0.60747 2.33371 -1.51763 0.0 0.1 -0.1
H 1.79077 0.34273 -0.69937 0.6 -0.4 0.0
H 2.79694 1.81084 -1.00850 0.6 -0.5 0.1
H 6.10201 -0.38517 0.42253 -0.5 -0.1 0.1
H 6.59777 0.30862 -1.08322 -0.1 -0.1 -0.2
H 6.17282 -1.42156 -1.02910 -0.1 0.0 0.0
C 6.54875 -6.17350 1.91090 -0.5 0.5 0.9
C 6.23884 -4.91029 2.70185 1.6 0.3 0.4
O 5.10642 -5.06744 3.54563 0.1 0.3 0.0
C 3.90301 -4.79140 3.07721 -0.5 -0.6 0.0
O 3.61478 -4.40906 1.97773 0.1 0.4 -0.3
O 3.03289 -5.10012 4.04315 0.0 0.8 0.9
C 1.71387 -4.59397 3.86610 -1.1 -0.8 -0.2
H 6.63285 -7.04385 2.56144 0.2 0.1 0.1
H 7.49876 -5.99303 1.41245 -0.2 -0.3 -0.5
H 5.67873 -6.34857 1.27823 0.4 0.0 -0.6
H 6.30137 -4.02931 2.05440 -1.3 -0.1 -0.2
H 7.01611 -4.61156 3.41577 0.1 -0.8 0.1
H 1.63542 -3.54158 3.60483 0.4 -0.1 -0.5
H 1.09255 -4.67763 4.76068 0.8 -0.3 0.5
H 1.24098 -5.28852 3.16930 -0.2 0.7 -0.4
C -1.30942 4.66110 7.09339 -0.1 -0.1 -0.9
C -0.47896 3.57294 6.39182 -0.2 1.2 1.7
O -1.16634 2.97819 5.31433 0.7 0.1 -0.8
C -2.03230 2.01305 5.59572 -0.3 0.2 0.9
O -2.46157 1.73302 6.68268 0.1 -0.1 0.4
O -2.37080 1.43685 4.47335 0.1 0.2 -2.0
C -3.30841 0.38757 4.45364 -0.2 -1.2 0.7
H -1.30971 5.52865 6.42785 0.2 0.2 0.2
H -0.79914 4.89922 8.02471 -0.4 0.2 0.1
H -2.36665 4.42007 7.19112 0.2 -0.4 0.6
H -0.11106 2.84021 7.11177 -0.3 -0.3 -0.2
H 0.38646 4.15530 6.07614 0.1 -0.7 -0.9
H -3.75216 0.22365 3.47317 0.2 0.7 -0.2
H -4.09446 0.53353 5.19376 0.1 0.0 0.0
H -2.77463 -0.54444 4.66790 -0.1 0.0 0.3
C -1.00546 -1.03729 -9.69922 -0.4 -0.3 1.1
C -0.21436 -2.26197 -9.21152 0.3 1.3 -1.4
O -0.09589 -2.12986 -7.80365 -0.9 -0.8 0.5
C 1.00487 -1.64066 -7.26890 1.1 1.0 -0.5
O 2.01902 -1.38549 -7.86664 0.2 -0.2 0.0
O 0.78647 -1.37840 -5.99159 -1.1 -0.3 0.4
C 1.84493 -1.13995 -5.08689 1.2 0.2 0.5
H -1.34896 -1.04984 -10.72992 0.2 -0.2 -0.1
H -0.44275 -0.12979 -9.48172 0.1 0.0 -0.3
H -1.87790 -1.00384 -9.04006 -0.2 0.2 -0.3
H 0.75706 -2.24040 -9.70440 0.2 -0.3 0.3
H -0.71814 -3.18825 -9.46755 -0.1 -0.1 0.4
H 1.52601 -1.48118 -4.10499 -0.1 -0.2 -0.1
H 2.12099 -0.09415 -4.93894 -0.4 0.2 -0.5
H 2.76728 -1.64062 -5.37910 -0.2 -0.2 -0.1